Record 1
A structure of composition C28H29BrN6O4RuS in a non-equilibrium geometry, computed with the ωB97M-V functional and the def2-TZVPD basis.

Values from the calculation:
Energy relative to the best compared isomer or geometry (same formula, charge and spin) in kJ/mol: 266.8
E_HOMO in eV: -1.188
2S+1: 1
Frontier orbital gap in Eh: 0.2114
Charge: -2

```
70
C28H29BrN6O4RuS (the ωB97M-V functional and the def2-TZVPD basis)
Ru 0.14 -0.77 -1.68
O -0.36 -0.21 2.12
C 0.79 -0.62 2.70
C 1.12 -0.06 3.94
C 2.30 -0.41 4.59
C 3.16 -1.32 4.00
C 2.83 -1.87 2.77
C 1.65 -1.54 2.10
C 1.42 -2.11 0.69
O 1.77 -1.15 -0.21
N 0.05 -2.60 0.44
N -0.82 -1.48 0.12
C -2.10 -1.74 0.51
C -3.22 -1.08 0.28
Br -1.22 -3.26 -2.82
C -4.28 -0.30 0.32
C -4.42 0.84 1.26
C -3.33 1.33 1.99
C -3.48 2.40 2.85
C -4.71 3.03 3.00
C -5.80 2.56 2.27
C -5.65 1.48 1.41
H -0.47 -0.64 1.21
H 0.43 0.66 4.37
H 2.53 0.04 5.55
H 4.09 -1.59 4.49
H 3.50 -2.57 2.29
H 2.04 -3.03 0.62
H -0.31 -3.05 1.28
H -2.23 -2.59 1.20
H -5.10 -0.43 -0.38
H -2.37 0.85 1.88
H -2.62 2.76 3.40
H -4.82 3.88 3.67
H -6.77 3.04 2.38
H -6.50 1.12 0.84
O 2.03 -2.90 -2.64
N 3.15 -2.30 -2.55
C 4.24 -3.01 -2.18
C 5.50 -2.46 -2.14
C 5.66 -1.12 -2.47
C 4.53 -0.39 -2.81
C 3.25 -0.95 -2.83
S 1.85 -0.05 -3.24
H 4.01 -4.04 -1.95
H 6.34 -3.08 -1.84
H 6.63 -0.65 -2.45
H 4.60 0.66 -3.04
N 2.13 2.83 1.90
C 1.22 2.66 0.88
C 1.19 1.44 0.18
N 0.26 1.20 -0.72
C -0.62 2.18 -0.97
C -0.54 3.39 -0.31
N 0.38 3.65 0.63
H 2.86 2.14 1.98
H 2.38 3.78 2.13
H 1.90 0.63 0.35
H -1.39 2.00 -1.70
H -1.25 4.18 -0.53
C -0.97 0.53 -5.02
O -0.86 0.91 -3.67
C -1.16 -0.13 -2.76
C -2.63 -0.43 -2.86
H -0.55 1.33 -5.62
H -2.02 0.36 -5.32
H -0.41 -0.39 -5.21
H -3.20 0.50 -3.01
H -2.98 -0.95 -1.97
H -2.80 -1.11 -3.70
```



Record 2
A structure of composition C28H29Cl5N6S2Sr in a non-equilibrium geometry, computed with the ωB97M-V functional and the def2-TZVPD basis.

Values from the calculation:
Energy relative to the best compared isomer or geometry (same formula, charge and spin) in kJ/mol: 203.4
E_HOMO in eV: -6.419
2S+1: 1
Frontier orbital gap in Eh: 0.1909

```
71
C28H29Cl5N6S2Sr (the ωB97M-V functional and the def2-TZVPD basis)
Sr 2.23 -1.35 0.76
C 4.54 -1.80 -4.49
S 2.76 -1.70 -4.31
C 2.48 -2.03 -2.59
S 3.83 -2.19 -1.50
N 1.20 -2.12 -2.39
N 0.86 -2.19 -1.04
C -0.34 -2.50 -0.76
C -0.78 -2.59 0.71
C -0.60 -4.03 1.18
C -0.56 -4.24 2.50
C -0.46 -3.14 3.43
C -0.07 -1.95 2.89
N 0.02 -1.68 1.56
H 4.71 -1.63 -5.55
H 4.91 -2.78 -4.21
H 5.05 -1.04 -3.90
H -1.06 -2.76 -1.54
H -0.58 -4.83 0.45
H -0.50 -5.26 2.88
H -0.47 -3.29 4.50
H 0.28 -1.15 3.55
Cl 4.18 -1.74 2.84
C 4.17 0.07 2.91
C 3.31 0.76 2.08
C 3.38 2.12 2.26
Cl 2.26 3.18 1.31
C 4.22 2.78 3.15
Cl 4.23 4.50 3.30
C 5.08 2.02 3.94
Cl 6.15 2.78 5.05
C 5.06 0.63 3.83
Cl 6.10 -0.33 4.80
N 0.18 4.79 -1.14
C 0.06 3.29 -1.35
C 1.11 2.83 -2.35
C 1.14 1.29 -2.33
N 1.74 0.77 -1.10
C -0.27 0.74 -2.54
C -1.36 1.33 -1.64
N -1.13 0.98 -0.24
C -1.34 2.87 -1.74
H 1.09 5.02 -0.75
H -0.54 5.12 -0.49
H 0.07 5.30 -2.02
H 0.27 2.88 -0.37
H 2.10 3.21 -2.08
H 0.85 3.20 -3.35
H 1.76 0.95 -3.16
H 1.13 0.99 -0.32
H 2.65 1.17 -0.92
H -0.23 -0.35 -2.44
H -0.55 0.94 -3.58
H -2.33 0.99 -2.02
H -0.93 -0.01 -0.11
H -1.94 1.17 0.33
H -2.09 3.29 -1.07
H -1.57 3.18 -2.77
C -2.22 -2.20 0.79
C -3.38 -1.89 0.83
C -4.78 -1.53 0.88
C -5.45 -1.11 -0.27
C -6.79 -0.76 -0.22
C -7.48 -0.82 0.98
C -6.82 -1.24 2.13
C -5.48 -1.59 2.09
H -4.90 -1.08 -1.21
H -7.29 -0.45 -1.13
H -8.53 -0.55 1.02
H -7.36 -1.29 3.07
H -4.96 -1.92 2.98
```



Record 3
A structure of composition C28H29F6GeN2PS5SbW in a non-equilibrium geometry, computed with the ωB97M-V functional and the def2-TZVPD basis.

Values from the calculation:
Energy relative to the best compared isomer or geometry (same formula, charge and spin) in kJ/mol: 504.5
E_HOMO (alpha / beta) in eV: -10.787 / -11.232
2S+1: 3
Frontier orbital gap (alpha / beta) in Eh: 0.2082 / 0.2210
Charge: +1

```
74
C28H29F6GeN2PS5SbW (the ωB97M-V functional and the def2-TZVPD basis)
W 0.96 0.48 -0.03
C -4.03 1.29 0.18
N -2.73 1.70 -0.34
C -2.59 1.55 -1.78
C -2.27 0.12 -2.21
N -1.28 -0.72 -1.43
C -2.02 -1.46 -0.39
C -0.72 -1.63 -2.43
C -1.52 -2.61 -3.01
C -1.06 -3.36 -4.08
C 0.20 -3.13 -4.60
C 1.03 -2.19 -4.01
C 0.57 -1.44 -2.92
S 1.82 -0.52 -2.08
C -2.29 2.95 0.16
C -2.69 4.17 -0.38
C -2.25 5.36 0.17
C -1.41 5.35 1.28
C -0.98 4.15 1.81
C -1.39 2.95 1.23
S -0.77 1.42 1.79
H -4.82 2.00 -0.08
H -3.98 1.21 1.27
H -4.29 0.31 -0.22
H -1.80 2.20 -2.12
H -3.50 1.84 -2.33
H -1.91 0.18 -3.24
H -3.19 -0.48 -2.25
H -2.96 -1.87 -0.77
H -2.24 -0.79 0.44
H -1.41 -2.29 -0.02
H -2.52 -2.78 -2.63
H -1.70 -4.11 -4.51
H 0.56 -3.70 -5.44
H 2.03 -2.04 -4.37
H -3.37 4.18 -1.23
H -2.58 6.30 -0.25
H -1.08 6.29 1.71
H -0.31 4.14 2.66
S 4.04 -0.69 3.35
Sb 2.05 0.19 3.34
S 0.58 -1.26 1.47
S 1.89 1.95 1.45
F 0.03 1.79 -0.94
P 2.53 1.56 -3.08
F 2.38 1.97 -1.47
F 0.99 1.91 -3.31
F 3.99 1.01 -2.73
F 2.58 0.82 -4.48
F 3.03 2.96 -3.52
Ge 1.54 -2.94 0.02
C 1.20 -4.48 1.17
C 2.06 -4.64 2.25
C 1.88 -5.70 3.12
C 0.85 -6.61 2.90
C 0.00 -6.45 1.82
C 0.16 -5.38 0.95
C 3.41 -2.89 -0.49
C 3.71 -3.82 -1.49
C 5.00 -3.90 -2.00
C 5.98 -3.04 -1.52
C 5.69 -2.12 -0.53
C 4.40 -2.03 -0.02
H 2.60 0.07 0.10
H 2.87 -3.95 2.43
H 2.54 -5.83 3.96
H 0.72 -7.44 3.58
H -0.80 -7.17 1.65
H -0.51 -5.27 0.11
H 2.96 -4.50 -1.87
H 5.23 -4.62 -2.76
H 6.98 -3.10 -1.93
H 6.46 -1.46 -0.16
H 4.19 -1.31 0.75
```



Record 4
A structure of composition C28H29N4O8PtS2, computed with the ωB97M-V functional and the def2-TZVPD basis.

Values from the calculation:
Energy relative to the best compared isomer or geometry (same formula, charge and spin) in kJ/mol: 0.0
E_HOMO in eV: -5.152
2S+1: 1
Frontier orbital gap in Eh: 0.2709
Charge: -1

```
72
C28H29N4O8PtS2 (the ωB97M-V functional and the def2-TZVPD basis)
Pt 0.02 -1.32 -1.26
C -2.72 1.32 -6.13
C -1.90 1.51 -4.88
C -2.36 2.29 -3.83
C -1.63 2.42 -2.66
C -0.42 1.76 -2.54
C 0.08 1.01 -3.60
C -0.66 0.89 -4.76
S 0.41 1.69 -0.98
O 1.78 1.33 -1.26
O 0.19 2.95 -0.31
N -0.30 0.45 -0.20
C -1.43 0.60 0.60
C -2.14 1.77 0.80
C -3.26 1.84 1.66
C -3.72 0.75 2.33
C -3.05 -0.48 2.15
C -3.47 -1.65 2.82
C -2.81 -2.83 2.62
C -1.71 -2.82 1.73
N -1.30 -1.76 1.11
C -1.93 -0.58 1.29
H -3.74 1.65 -5.98
H -2.73 0.27 -6.42
H -2.30 1.90 -6.96
H -3.32 2.78 -3.91
H -2.00 3.01 -1.84
H 1.04 0.50 -3.48
H -0.28 0.29 -5.58
H -1.82 2.68 0.33
H -3.75 2.80 1.77
H -4.58 0.80 2.99
H -4.33 -1.60 3.48
H -3.11 -3.74 3.12
H -1.17 -3.74 1.54
N 0.17 -2.94 -2.49
C -0.67 -2.61 -3.66
C -1.94 -1.88 -3.21
O -2.93 -1.90 -3.92
O -1.83 -1.25 -2.08
H 1.17 -3.06 -2.68
H -0.18 -3.76 -2.01
H -0.94 -3.49 -4.24
H -0.11 -1.93 -4.29
C -0.23 0.38 5.61
C 0.88 0.71 4.65
C 2.18 0.28 4.89
C 3.21 0.59 4.00
C 2.92 1.34 2.87
C 1.63 1.79 2.62
C 0.62 1.47 3.51
S 4.18 1.64 1.67
O 5.45 1.34 2.30
O 3.94 2.93 1.09
N 3.94 0.54 0.51
C 4.13 -0.87 0.88
C 4.19 -1.74 -0.36
C 2.86 -1.92 -1.08
O 2.84 -2.51 -2.17
O 1.87 -1.40 -0.46
H 0.00 -0.51 6.20
H -1.16 0.21 5.08
H -0.39 1.21 6.31
H 2.40 -0.31 5.77
H 4.22 0.26 4.18
H 1.42 2.36 1.73
H -0.39 1.79 3.30
H 3.10 0.74 -0.04
H 3.33 -1.22 1.53
H 5.07 -0.93 1.41
H 4.53 -2.74 -0.09
H 4.91 -1.35 -1.08
```



What did the fourth record say?
A structure of composition C28H29N4O8PtS2, computed with the ωB97M-V functional and the def2-TZVPD basis.

Values from the calculation:
Energy relative to the best compared isomer or geometry (same formula, charge and spin) in kJ/mol: 0.0
E_HOMO in eV: -5.152
2S+1: 1
Frontier orbital gap in Eh: 0.2709
Charge: -1

```
72
C28H29N4O8PtS2 (the ωB97M-V functional and the def2-TZVPD basis)
Pt 0.02 -1.32 -1.26
C -2.72 1.32 -6.13
C -1.90 1.51 -4.88
C -2.36 2.29 -3.83
C -1.63 2.42 -2.66
C -0.42 1.76 -2.54
C 0.08 1.01 -3.60
C -0.66 0.89 -4.76
S 0.41 1.69 -0.98
O 1.78 1.33 -1.26
O 0.19 2.95 -0.31
N -0.30 0.45 -0.20
C -1.43 0.60 0.60
C -2.14 1.77 0.80
C -3.26 1.84 1.66
C -3.72 0.75 2.33
C -3.05 -0.48 2.15
C -3.47 -1.65 2.82
C -2.81 -2.83 2.62
C -1.71 -2.82 1.73
N -1.30 -1.76 1.11
C -1.93 -0.58 1.29
H -3.74 1.65 -5.98
H -2.73 0.27 -6.42
H -2.30 1.90 -6.96
H -3.32 2.78 -3.91
H -2.00 3.01 -1.84
H 1.04 0.50 -3.48
H -0.28 0.29 -5.58
H -1.82 2.68 0.33
H -3.75 2.80 1.77
H -4.58 0.80 2.99
H -4.33 -1.60 3.48
H -3.11 -3.74 3.12
H -1.17 -3.74 1.54
N 0.17 -2.94 -2.49
C -0.67 -2.61 -3.66
C -1.94 -1.88 -3.21
O -2.93 -1.90 -3.92
O -1.83 -1.25 -2.08
H 1.17 -3.06 -2.68
H -0.18 -3.76 -2.01
H -0.94 -3.49 -4.24
H -0.11 -1.93 -4.29
C -0.23 0.38 5.61
C 0.88 0.71 4.65
C 2.18 0.28 4.89
C 3.21 0.59 4.00
C 2.92 1.34 2.87
C 1.63 1.79 2.62
C 0.62 1.47 3.51
S 4.18 1.64 1.67
O 5.45 1.34 2.30
O 3.94 2.93 1.09
N 3.94 0.54 0.51
C 4.13 -0.87 0.88
C 4.19 -1.74 -0.36
C 2.86 -1.92 -1.08
O 2.84 -2.51 -2.17
O 1.87 -1.40 -0.46
H 0.00 -0.51 6.20
H -1.16 0.21 5.08
H -0.39 1.21 6.31
H 2.40 -0.31 5.77
H 4.22 0.26 4.18
H 1.42 2.36 1.73
H -0.39 1.79 3.30
H 3.10 0.74 -0.04
H 3.33 -1.22 1.53
H 5.07 -0.93 1.41
H 4.53 -2.74 -0.09
H 4.91 -1.35 -1.08
```



- The highest 2S+1 belongs to which entry?
  C28H29F6GeN2PS5SbW



- Look up the 2S+1 of the third one.
  3



Repeat the first record exactly.
A structure of composition C28H29BrN6O4RuS in a non-equilibrium geometry, computed with the ωB97M-V functional and the def2-TZVPD basis.

Values from the calculation:
Energy relative to the best compared isomer or geometry (same formula, charge and spin) in kJ/mol: 266.8
E_HOMO in eV: -1.188
2S+1: 1
Frontier orbital gap in Eh: 0.2114
Charge: -2

```
70
C28H29BrN6O4RuS (the ωB97M-V functional and the def2-TZVPD basis)
Ru 0.14 -0.77 -1.68
O -0.36 -0.21 2.12
C 0.79 -0.62 2.70
C 1.12 -0.06 3.94
C 2.30 -0.41 4.59
C 3.16 -1.32 4.00
C 2.83 -1.87 2.77
C 1.65 -1.54 2.10
C 1.42 -2.11 0.69
O 1.77 -1.15 -0.21
N 0.05 -2.60 0.44
N -0.82 -1.48 0.12
C -2.10 -1.74 0.51
C -3.22 -1.08 0.28
Br -1.22 -3.26 -2.82
C -4.28 -0.30 0.32
C -4.42 0.84 1.26
C -3.33 1.33 1.99
C -3.48 2.40 2.85
C -4.71 3.03 3.00
C -5.80 2.56 2.27
C -5.65 1.48 1.41
H -0.47 -0.64 1.21
H 0.43 0.66 4.37
H 2.53 0.04 5.55
H 4.09 -1.59 4.49
H 3.50 -2.57 2.29
H 2.04 -3.03 0.62
H -0.31 -3.05 1.28
H -2.23 -2.59 1.20
H -5.10 -0.43 -0.38
H -2.37 0.85 1.88
H -2.62 2.76 3.40
H -4.82 3.88 3.67
H -6.77 3.04 2.38
H -6.50 1.12 0.84
O 2.03 -2.90 -2.64
N 3.15 -2.30 -2.55
C 4.24 -3.01 -2.18
C 5.50 -2.46 -2.14
C 5.66 -1.12 -2.47
C 4.53 -0.39 -2.81
C 3.25 -0.95 -2.83
S 1.85 -0.05 -3.24
H 4.01 -4.04 -1.95
H 6.34 -3.08 -1.84
H 6.63 -0.65 -2.45
H 4.60 0.66 -3.04
N 2.13 2.83 1.90
C 1.22 2.66 0.88
C 1.19 1.44 0.18
N 0.26 1.20 -0.72
C -0.62 2.18 -0.97
C -0.54 3.39 -0.31
N 0.38 3.65 0.63
H 2.86 2.14 1.98
H 2.38 3.78 2.13
H 1.90 0.63 0.35
H -1.39 2.00 -1.70
H -1.25 4.18 -0.53
C -0.97 0.53 -5.02
O -0.86 0.91 -3.67
C -1.16 -0.13 -2.76
C -2.63 -0.43 -2.86
H -0.55 1.33 -5.62
H -2.02 0.36 -5.32
H -0.41 -0.39 -5.21
H -3.20 0.50 -3.01
H -2.98 -0.95 -1.97
H -2.80 -1.11 -3.70
```